Entry 1:
The following is a quantum chemistry calculation of a structure of composition C13H20O6S4W at a distorted geometry, from OMol25.

```
! wB97M-V def2-TZVPD RIJCOSX def2/J DEFGRID3
* xyz 2 1
W -0.09865 -0.21344 0.24708
C 0.72008 1.33393 -2.63381
C -0.76738 1.33641 -2.40364
O -0.88833 1.41427 -0.97193
C -1.96220 2.13064 -0.32548
C -1.30561 2.71406 0.89651
O -0.38089 1.70925 1.41540
C 0.89879 2.25380 1.82712
C 1.67655 1.11180 2.37718
O 1.87262 0.18208 1.25037
C 1.69929 -1.21991 1.55060
C 2.29109 -2.04494 0.46783
O 1.35143 -1.87590 -0.62888
C 1.97904 -1.59759 -1.90574
C 2.46470 -0.18817 -1.88478
O 1.33126 0.62294 -1.52804
H 1.12787 2.34256 -2.63479
H 0.95825 0.85165 -3.58200
H -1.26354 0.43142 -2.74719
H -1.23925 2.20370 -2.86271
H -2.75852 1.42706 -0.09405
H -2.33894 2.91222 -0.98174
H -2.02825 2.94992 1.67437
H -0.73023 3.60358 0.64531
H 0.75003 3.01890 2.58796
H 1.38851 2.69117 0.95546
H 1.12445 0.59430 3.15975
H 2.65070 1.42437 2.74312
H 0.59578 -1.48603 1.55535
H 2.00908 -1.47736 2.56027
H 2.32286 -3.09223 0.76196
H 3.29338 -1.71646 0.19983
H 1.19590 -1.74771 -2.64599
H 2.77717 -2.31635 -2.09201
H 2.88142 0.11272 -2.84474
H 3.22511 -0.02076 -1.12521
O -5.57031 -4.35408 1.35107
C -4.67579 -3.60935 1.15824
S -3.88969 -2.63918 2.45891
C -2.73826 -1.89169 1.42741
C -2.74559 -2.24131 0.07346
S -1.67562 -1.49351 -0.99831
S -3.89473 -3.39214 -0.45642
S -1.63357 -0.75464 2.00290
*
```

Values from the calculation:
highest occupied orbital energy (alpha / beta) = -13.66 / -13.85 eV
orbital gap (alpha / beta) = 0.2508 / 0.2230 hartree
DFT total energy = -71239.433 eV
max |F| = 1.31 eV/Å
lowest unoccupied orbital energy (alpha / beta) = -6.832 / -7.778 eV

Löwdin population analysis, charges in e, atoms 1 to 2: W 1.18; C -0.10

=====

Entry 2:
The following is a quantum chemistry calculation of a structure of composition C13H21AlF6IO8S, from OMol25.

```
! wB97M-V def2-TZVPD RIJCOSX def2/J DEFGRID3
* xyz -1 1
O 0.38581 -5.09804 0.30582
C -0.35390 -4.19532 -0.03610
C -0.77617 -3.90375 -1.41805
Al -0.78712 -1.96810 -2.03302
I -3.01498 -0.88935 -1.07181
C 0.75804 -0.85452 -1.40355
C 2.15695 -1.33296 -1.83305
C 2.46143 -2.70456 -1.22125
S 4.17623 -3.17721 -1.31521
O 5.01212 -2.03151 -1.51439
O 4.34867 -4.32683 -2.16705
O 4.41936 -3.70385 0.18247
H -0.71060 -3.50186 0.75304
H -0.20300 -4.55476 -2.09013
H -1.83134 -4.21101 -1.49551
H -0.94193 -1.96649 -3.63303
H 0.60249 0.14914 -1.82182
H 0.73479 -0.75050 -0.31119
H 2.92649 -0.63241 -1.49387
H 2.23461 -1.38854 -2.92350
H 2.18550 -2.71940 -0.16531
H 1.93596 -3.50852 -1.74068
H 4.74715 -4.61117 0.09425
C -4.28912 4.59933 -3.79298
C -3.47604 5.36263 -2.77110
O -2.50777 4.50557 -2.13734
C -1.38743 4.29241 -2.81109
O -1.07584 4.77412 -3.86055
C -0.48509 3.32140 -2.01593
F -1.18726 2.29831 -1.55598
F 0.05877 3.97697 -0.97409
F 0.49982 2.87610 -2.78590
H -4.75963 3.73133 -3.33149
H -5.06691 5.24467 -4.20221
H -3.66067 4.25331 -4.61242
H -4.10174 5.71794 -1.95505
H -2.96315 6.21483 -3.21651
C 1.77696 0.72763 6.12461
C 0.41288 0.09453 6.28869
O -0.39199 0.27391 5.10748
C -0.15011 -0.57601 4.11377
O 0.64501 -1.46653 4.11446
C -1.09255 -0.27844 2.92536
F -1.13512 1.03281 2.67163
F -2.33000 -0.68819 3.23220
F -0.67845 -0.91419 1.84619
H 1.67821 1.78275 5.86847
H 2.33702 0.64537 7.05640
H 2.34411 0.23348 5.33722
H -0.15385 0.57718 7.08238
H 0.48870 -0.96953 6.51044
*
```

Values from the calculation:
highest occupied orbital energy = -5.40 eV
orbital gap = 0.2863 hartree
DFT total energy = -72043.780 eV
max |F| = 0.34 eV/Å
lowest unoccupied orbital energy = 2.394 eV

Löwdin population analysis, charges in e, atoms 1 to 2: O -0.02; C -0.40